No. 1
H41O20 | ωB97M-V with the def2-TZVPD basis set

```
61
Properties=species:S:1:pos:R:3
O 4.2984 0.9190 -2.3902
H -1.1310 -0.3923 2.0613
O -0.9206 -2.6735 -4.2577
H -1.5220 -1.9366 -4.3963
H -1.3341 -3.2891 -4.8553
O 2.9732 -1.1056 1.7356
H 3.9296 -0.9869 1.7506
H 3.1194 -1.9042 2.2773
O 4.4660 -0.7231 -0.3080
H 4.0925 -0.1119 -0.9741
H -0.8667 -4.2084 1.7982
O -2.0745 5.0429 1.2544
H -3.3317 -1.6020 -4.1566
H 4.2142 -1.5822 -0.6596
O -3.8435 -0.7932 -4.2231
H 1.0203 1.3663 1.0696
H -3.2693 -0.1505 -3.7930
O 0.0990 1.8054 0.0777
H -0.3704 -5.5599 1.9422
H 2.0980 1.3003 2.0632
O -3.1210 -3.3387 -1.2670
H -4.0119 -3.5347 -0.9930
H -2.6803 -4.1048 -1.6346
O -2.3493 1.6080 -0.8072
H -3.2070 1.3356 -0.4500
H -1.8997 5.5720 2.0312
O -1.6108 -2.1674 4.5861
H -1.8667 -3.0692 4.7854
H -2.2707 -1.5340 4.8638
O 3.7172 2.0974 1.9124
H 4.2607 1.7841 2.6607
H -0.5950 1.1229 0.0947
O -5.1270 -0.1656 -0.1340
H -4.8844 -1.0611 -0.3664
H -6.0554 0.0233 -0.2396
O 0.1030 2.1137 -2.4273
H 0.6873 1.5934 -2.9730
H -0.7449 1.6603 -2.4438
O -1.0600 -0.4463 1.1088
H 1.2166 3.8513 -1.0531
H -1.7656 0.0984 0.7473
O -1.1309 -5.1005 1.5629
H 3.7709 3.0063 2.2576
H 5.0689 0.4146 -2.6785
O 1.8344 3.9974 -0.3205
H 0.3067 1.7480 -0.9122
H 1.2733 4.6868 0.0712
O 0.4633 -0.5492 -1.8550
H -0.3130 -0.9183 -1.4048
H 1.0694 -1.0699 -1.3161
O 1.3345 0.6947 1.8797
H 3.9647 1.3164 -3.1902
H 1.7741 -0.1888 1.5823
O 2.3415 -4.0434 0.8964
H 2.6015 -4.9612 0.9509
H 2.5964 -3.4780 0.2099
O -0.4647 3.0867 3.0201
H 0.1484 2.5286 3.5068
H -0.3147 2.8802 2.0947
H -2.2039 4.1703 1.5982
H -2.6557 2.2991 -1.4119
```

Results
**HOMO-LUMO gap**: 10.8 eV
**LUMO energy**: -2.564 eV
**Electronic energy**: -41608.390 eV
**Relative energy (zero: lowest compared OMol25 entry of this formula, charge and spin)**: 331.2 kJ/mol
**HOMO**: -0.4922 Eh
**Charge**: +1

---

No. 2
C18H17N2O6Rh | ωB97M-V with the def2-TZVPD basis set

```
44
Properties=species:S:1:pos:R:3
Rh -0.3899 -1.3301 -0.3392
O -0.4138 3.5088 1.2587
C 0.8954 3.2854 1.4030
C 1.7488 4.3924 1.4542
C 3.1044 4.2312 1.6372
C 3.6467 2.9565 1.7625
C 2.8263 1.8526 1.6725
C 1.4497 1.9921 1.4858
C 0.6191 0.7924 1.2841
O 1.1533 -0.2825 0.8812
N -0.6850 0.9115 1.5574
N -1.4318 -0.1449 1.2488
C -2.6271 -0.3103 1.7098
C -3.4815 -1.3942 1.3513
C -4.8327 -1.3575 1.7352
C -5.7245 -2.3328 1.3607
C -5.2858 -3.4013 0.5689
C -3.9742 -3.4980 0.1992
C -3.0116 -2.5253 0.5882
O -1.7852 -2.7236 0.2976
H -0.8813 2.6436 1.2858
H 1.3122 5.3723 1.3320
H 3.7453 5.1005 1.6826
H 4.7080 2.8320 1.9093
H 3.2358 0.8567 1.7543
H -3.0293 0.4238 2.4101
H -5.1739 -0.5160 2.3203
H -6.7603 -2.2796 1.6618
H -5.9864 -4.1593 0.2544
H -3.6126 -4.3272 -0.3892
C 1.8878 -1.1790 -4.0356
C 2.0241 -0.9393 -2.5362
C 3.4521 -0.6825 -2.0896
O 1.4545 -2.0156 -1.8248
C 1.1409 0.4131 -2.2609
O 1.6907 1.4506 -2.5419
O -0.0042 0.1676 -1.8423
H 2.5019 -2.0280 -4.3331
H 2.2120 -0.2918 -4.5734
H 0.8496 -1.3851 -4.2863
H 4.0793 -1.5298 -2.3659
H 3.4889 -0.5336 -1.0106
H 3.8354 0.2159 -2.5630
H 2.0290 -2.2315 -1.0747
```

Results
**HOMO-LUMO gap (spin up / spin down)**: 5.5 / 5.5 eV
**LUMO energy (spin up / spin down)**: -2.846 / -2.781 eV
**Electronic energy**: -37212.336 eV
**HOMO (spin up / spin down)**: -0.3050 / -0.3053 Eh

---

No. 3
C3H7PS3 | ωB97M-V with the def2-TZVPD basis set

```
14
Properties=species:S:1:pos:R:3
C -1.7499 0.7249 -0.3901
C -1.5800 0.6903 1.1259
C 3.1418 0.1541 -0.8737
P 0.1080 -1.5563 -0.1774
S 0.2392 -3.4103 0.2491
S -1.6735 -0.9324 -1.1211
S -0.1194 -0.2854 1.6368
H -2.8054 1.1169 -0.3999
H -0.9133 1.3392 -0.7950
H -1.4080 1.7531 1.2973
H -2.4384 0.2580 1.7400
H 4.0097 0.3652 -0.3317
H 2.9174 -0.9169 -1.0305
H 2.2718 0.6994 -0.9296
```

Results
**HOMO-LUMO gap (spin up / spin down)**: 8.6 / 6.9 eV
**Expectation value of S²**: 2.011
**LUMO energy (spin up / spin down)**: 0.369 / -2.129 eV
**Electronic energy**: -45016.575 eV
**Relative energy (zero: lowest compared OMol25 entry of this formula, charge and spin)**: 0.0 kJ/mol
**HOMO (spin up / spin down)**: -0.3020 / -0.3330 Eh
**Spin multiplicity**: 3

---

No. 4
C5H14 | ωB97M-V with the def2-TZVPD basis set

```
19
Properties=species:S:1:pos:R:3
C 0.2171 -2.3198 -1.4621
C 0.9638 -0.9789 -1.2839
C 0.3294 0.1601 -2.0812
H -0.6891 -2.1842 -2.0569
H 0.0340 -2.7824 -0.4993
H 0.8162 -3.0052 -2.0759
H 1.0290 -0.7313 -0.2230
H 1.9993 -1.1136 -1.6104
H 0.5030 -0.0101 -3.1432
H -0.7510 0.1412 -1.9337
H 0.7495 1.1287 -1.8062
C -0.1898 0.9485 1.9219
C -1.0944 1.9998 2.6136
H -0.0178 0.1027 2.5838
H -0.7224 0.4870 1.0788
H 0.7416 1.3788 1.5799
H -1.5018 1.5919 3.5351
H -0.5060 2.8669 2.9045
H -1.9105 2.3198 1.9581
```

Results
**HOMO-LUMO gap**: 12.4 eV
**LUMO energy**: 1.104 eV
**Electronic energy**: -5411.750 eV
**Relative energy (zero: lowest compared OMol25 entry of this formula, charge and spin)**: 28.9 kJ/mol
**HOMO**: -0.4142 Eh
**SMILES string**: CCC.CC

---

No. 5
C3H7NO3 | ωB97M-V with the def2-TZVPD basis set

```
14
Properties=species:S:1:pos:R:3
C 0.7673 0.5040 0.4797
C 0.7711 1.1875 -0.8770
C 0.8179 -0.8930 0.6079
N -1.7575 -0.7521 0.5308
O 0.8969 -1.5511 1.6784
O 0.8040 -1.5810 -0.5554
O -1.7297 -1.6491 1.5121
H 0.8825 0.9751 1.4570
H 0.7878 2.3113 -0.6649
H 1.6251 0.8018 -1.4560
H -0.2828 0.8827 -1.2281
H -2.0277 -1.2825 -0.3953
H 0.9242 -2.5158 -0.1493
H -0.8828 -1.5930 1.9617
```

Results
**HOMO-LUMO gap (spin up / spin down)**: 8.9 / 8.3 eV
**LUMO energy (spin up / spin down)**: 0.031 / -1.111 eV
**Electronic energy**: -10852.449 eV
**Relative energy (zero: lowest compared OMol25 entry of this formula, charge and spin)**: 571.1 kJ/mol
**HOMO (spin up / spin down)**: -0.3267 / -0.3463 Eh

---

No. 6
C17H13F4N3O3S2 | ωB97M-V with the def2-TZVPD basis set

```
42
Properties=species:S:1:pos:R:3
O -1.8243 -2.9610 -0.2527
C -1.1922 -2.1078 0.3064
N -0.2310 -2.2213 1.2670
N 0.3014 -1.0156 1.6337
C -0.3198 -0.1384 0.9105
S -0.0236 1.5682 0.8644
C 1.3695 1.6546 2.0492
C 2.5147 2.4550 1.4824
S 3.0732 1.8593 -0.1695
O 2.2405 2.4418 -1.1829
O 4.4858 2.1143 -0.2325
C 2.8279 0.0767 -0.1889
C 1.9823 -0.4687 -1.1364
C 1.8026 -1.8401 -1.1844
C 2.4801 -2.6227 -0.2632
F 2.2964 -3.9528 -0.2822
C 3.3374 -2.0854 0.6836
C 3.5149 -0.7137 0.7125
N -1.2473 -0.7191 0.0844
C -2.1398 -0.0646 -0.7908
C -1.8192 0.0476 -2.1356
C -2.6875 0.6815 -3.0058
C -3.8810 1.2045 -2.5387
C -4.2151 1.0877 -1.2011
C -3.3514 0.4488 -0.3222
C -3.7221 0.3274 1.1318
F -5.0078 0.6216 1.3596
F -3.5214 -0.9006 1.6337
F -3.0068 1.1628 1.9136
H 0.0604 -3.0659 1.7285
H 0.9848 2.1204 2.9579
H 1.6434 0.6211 2.2569
H 3.3896 2.4121 2.1262
H 2.2379 3.4930 1.3080
H 1.4858 0.2007 -1.8218
H 1.1511 -2.3096 -1.9049
H 3.8485 -2.7368 1.3740
H 4.1897 -0.2563 1.4182
H -0.8896 -0.3693 -2.4886
H -2.4300 0.7659 -4.0500
H -4.5587 1.7006 -3.2154
H -5.1492 1.4842 -0.8347
```

Results
**HOMO-LUMO gap**: 8.9 eV
**LUMO energy**: 0.361 eV
**Electronic energy**: -60993.517 eV
**HOMO**: -0.3148 Eh
**SMILES string**: O=c1[nH]nc(SCCS(=O)(=O)c2ccc(F)cc2)n1-c1ccccc1C(F)(F)F

---

No. 7
C3H5CsO3 | ωB97M-V with the def2-TZVPD basis set

```
12
Properties=species:S:1:pos:R:3
H 1.3568 -0.4422 1.6969
O 0.7560 -0.0452 1.0505
C -0.1961 1.5130 -1.2916
C -0.1821 -1.0038 0.5775
O 0.3059 2.5308 -1.2714
O -0.8527 0.5087 -1.2442
C -0.3044 -0.9032 -0.9142
Cs 0.5524 3.1547 2.3274
H -1.1459 -0.8052 1.0590
H 0.1298 -2.0354 0.7992
H -1.0720 -1.5487 -1.3438
H 0.6523 -0.9233 -1.4452
```

Results
**HOMO-LUMO gap**: 11.5 eV
**LUMO energy**: -7.933 eV
**Electronic energy**: -9865.158 eV
**Relative energy (zero: lowest compared OMol25 entry of this formula, charge and spin)**: 58.3 kJ/mol
**HOMO**: -0.7132 Eh
**Charge**: +2